No. 1
Computed, not measured: one molecule with the formula C3H5N3O in a non-equilibrium geometry, with wB97M-V/def2-TZVPD.

- Structure (SMILES): Nc1c[nH]c(O)n1
- Max |F|: 0.0728 hartree/bohr
- Energy relative to the best compared isomer or geometry (same formula, charge and spin): 350.3 kJ/mol
- Spin multiplicity: 1
- E_LUMO (spin up / spin down): 0.35 / 0.35 eV
- HOMO-LUMO gap (spin up / spin down): 8.3 / 8.3 eV
- HOMO energy (spin up / spin down): -0.2935 / -0.2935 hartree
- E: -9706.9537 eV

Each line ends with the Mulliken charge.
Cartesian coordinates (Å):
N: -1.189 -0.017 1.782  -0.475
C: -0.568 0.008 0.561  0.674
C: 0.611 0.709 0.215  -0.741
N: 0.513 0.835 -1.195  -0.195
C: -0.185 -0.318 -1.460  0.401
O: 0.639 -1.238 -1.986  -0.502
N: -1.036 -0.692 -0.495  -0.597
H: -0.643 0.303 2.568  0.227
H: -1.778 -0.821 1.965  0.258
H: 1.081 1.495 0.784  0.283
H: 1.348 0.977 -1.758  0.260
H: 1.205 -1.242 -0.981  0.407

No. 2
Computed, not measured: an isolated ion of composition C2H11OP4 and charge +1 in a non-equilibrium geometry, with wB97M-V/def2-TZVPD.

- Net charge: +1
- Max |F|: 0.0755 hartree/bohr
- Energy relative to the best compared isomer or geometry (same formula, charge and spin): 109.5 kJ/mol
- Spin multiplicity: 1
- E_LUMO: -4.31 eV
- HOMO-LUMO gap: 8.3 eV
- HOMO energy: -0.4641 hartree
- E: -41444.8385 eV

Each line ends with the Mulliken charge.
Cartesian coordinates (Å):
C: 0.762 -0.532 2.533  -0.731
C: -1.154 0.328 1.585  -0.500
O: -0.057 0.533 2.322  -0.289
P: 1.716 -0.283 -1.223  -0.231
P: -0.980 -1.312 -2.979  -0.117
P: -0.918 1.092 -0.278  0.155
P: -0.050 0.542 -2.271  0.070
H: 1.576 -0.610 1.923  0.313
H: 0.295 -1.579 2.494  0.361
H: 1.120 -0.239 3.507  0.241
H: -1.930 1.050 1.864  0.418
H: -1.363 -0.730 1.582  0.388
H: 2.408 -0.487 -2.465  0.167
H: 2.154 0.913 -0.690  0.147
H: -1.518 -0.454 -4.049  0.147
H: 0.250 -1.696 -3.671  0.129
H: -2.244 1.438 -0.247  0.160
H: -0.068 2.026 0.063  0.172